No. 1
272
Properties=species:S:1:pos:R:3:mulliken_charge:R:1 method="wB97M-V/def2-TZVPD" spin_multiplicity=1 orbital_gap_ev=8.56 de_lowest_kj_mol=121.90
H -3.088 0.705 0.221 -0.897
C -5.546 1.431 -6.676 -0.833
H -7.944 -2.455 1.482 0.285
C 4.157 5.504 1.380 0.544
C 4.730 0.157 -5.656 -1.317
H 3.000 2.082 6.878 0.264
N 6.767 0.495 0.196 -0.197
N 5.450 -3.101 -0.345 -0.101
H 4.804 -3.337 7.168 -0.123
H 0.123 0.472 -4.886 -0.107
H 2.242 -6.653 4.804 0.357
H -0.286 0.318 7.847 0.628
O -9.772 -4.166 1.014 -0.287
C 2.685 -6.149 3.878 -1.183
N -6.511 0.575 -3.894 0.019
H 5.620 6.270 0.279 0.306
O 7.393 1.500 -1.697 -0.640
H -3.938 -3.652 6.581 0.339
C 4.520 -4.429 7.301 -0.136
H 2.754 4.814 -4.458 0.167
H -9.382 -2.753 -2.791 0.158
H 2.281 4.682 2.043 -0.079
C -0.033 3.255 2.307 -0.650
H 0.894 0.296 -2.352 -1.323
O 2.671 -0.928 -4.878 0.092
H -0.922 0.494 6.155 -0.384
H -1.557 1.019 -5.131 -0.007
O -0.193 1.871 -6.465 -0.449
H -4.656 2.939 1.744 0.312
C -0.883 3.739 -4.967 -0.378
C 5.852 -5.581 5.701 -0.217
H 3.631 -4.648 4.689 -0.421
H -1.466 5.646 -6.577 0.370
C 3.211 1.183 2.376 -0.539
H -5.603 -3.579 2.774 0.321
H 4.225 5.385 -3.541 0.421
H -5.544 1.746 -2.510 0.445
C -8.823 0.035 -4.344 -0.837
H 1.730 -0.432 -6.621 0.483
H 4.546 3.887 3.811 0.187
C 6.962 -1.166 -5.404 -0.994
H -2.855 -3.166 2.620 0.052
C -2.247 -2.920 3.525 0.804
C -0.602 0.818 -5.618 -0.100
O 5.554 -5.370 7.054 -0.491
H 3.414 4.608 4.842 0.151
C 1.661 -5.238 3.273 0.948
H -5.651 -3.479 0.330 0.415
C -0.277 2.465 4.514 1.966
C -0.200 3.036 5.928 -2.192
H -6.227 2.202 -7.045 0.310
C -4.564 5.691 -9.272 -0.648
H 4.340 5.649 -0.641 0.208
H -1.801 5.667 0.098 0.284
C -0.116 3.990 -0.979 -0.341
H 6.288 -3.103 -0.866 0.378
H 2.740 0.090 -1.109 -0.494
C 4.786 -6.343 4.938 -0.789
H -3.060 1.400 -1.355 -0.170
C -0.910 6.142 -0.300 -0.897
N 3.884 -5.493 4.167 0.437
H 0.466 3.854 5.877 1.242
C 0.317 -0.556 -1.865 0.930
H -0.834 3.502 -0.276 -0.731
H 0.303 -1.332 -2.671 0.413
H 5.159 1.150 -5.687 0.452
H 5.226 -7.107 4.270 0.499
C 3.929 2.837 5.474 0.413
H 7.705 0.741 0.407 0.332
H 2.708 -2.779 3.759 -0.344
C 3.362 0.290 -4.936 0.973
H 5.212 2.518 -2.586 0.023
H -4.881 4.641 -9.335 0.258
C -3.364 5.056 -7.282 0.121
H -4.527 0.758 -3.547 0.289
H -0.477 4.654 -4.567 0.909
C 2.871 4.253 -2.354 -0.176
H -0.546 4.101 -1.963 0.985
H -5.462 -4.415 5.983 0.247
N 4.627 6.090 0.227 -0.495
H 0.506 -6.732 0.360 0.337
C -2.466 -4.001 4.583 -1.010
C -2.871 -0.577 3.086 0.788
H 1.727 3.027 -0.183 -0.185
H 8.492 2.292 -3.819 0.202
C -4.689 1.958 2.200 -0.879
N 4.577 -3.266 1.810 0.375
H -1.277 2.264 4.168 -0.611
C 2.342 -0.803 -0.527 1.193
N 5.671 -0.673 -4.861 0.388
O -1.187 0.752 -0.614 0.345
H 2.573 -1.437 1.500 -0.277
H -5.550 1.969 2.876 0.319
O -3.476 1.698 2.869 -0.042
H 1.393 -2.049 -5.976 0.276
H 6.018 0.199 3.976 0.178
C 5.481 3.130 -3.480 -0.233
H 1.950 -3.772 -2.230 0.360
C 2.162 -1.315 -6.162 -1.224
N -7.496 -2.859 2.273 -0.367
H 8.544 -0.482 -3.897 0.322
H 2.236 2.352 -2.675 -0.809
N 0.234 1.997 6.832 -0.248
N 2.986 3.020 6.478 -0.576
H -4.525 -0.994 -1.093 0.203
H -11.824 -3.847 1.675 0.320
C 8.226 -0.394 -4.928 -0.483
H 5.991 4.046 -3.140 0.446
H -2.695 0.446 7.813 0.416
H 5.854 0.006 -2.923 -0.336
H 6.084 2.624 -4.209 -0.051
O -8.717 -0.892 -3.310 -0.180
C -9.529 -2.072 -3.639 -0.766
H 2.724 0.982 -5.454 0.230
H 0.596 3.763 -6.548 0.559
H -8.586 -0.301 -5.348 0.438
H 2.315 5.200 -2.168 0.534
H 6.095 -4.609 5.252 0.135
H -2.259 2.283 0.016 0.054
C -7.791 -4.317 2.339 -0.407
H 4.025 -0.607 0.791 0.176
H -4.480 6.070 -10.262 0.300
C 0.651 -4.850 -0.041 0.520
C -7.862 1.153 -3.884 -0.609
H -0.837 -0.038 -6.247 0.413
H 9.044 -0.740 -5.556 0.456
H 3.607 -4.652 6.706 0.110
H 0.408 -2.745 -0.044 0.046
H -1.214 6.588 -1.277 0.252
H 0.396 4.012 1.688 0.134
H 1.114 -2.294 4.433 0.672
O 4.575 -3.555 -3.859 -0.636
H 2.111 3.453 6.257 0.198
C -3.542 0.591 3.751 0.185
H -1.143 3.308 2.313 0.307
H -7.820 1.973 -4.560 0.420
H -1.519 0.320 -2.561 -0.124
H -5.881 3.086 -4.832 0.331
O 5.401 -2.855 4.647 -0.779
O 4.262 3.368 -4.220 -0.213
H -9.018 -2.469 -4.520 0.362
H -4.365 -2.237 0.825 -0.080
H 3.036 0.668 3.342 0.279
H 2.900 -1.790 -6.799 0.248
H -1.975 -4.957 4.323 0.213
H -2.052 1.951 8.579 0.432
O 1.847 -4.927 -0.251 -0.766
H 6.558 -0.425 0.595 0.036
H -9.734 -4.153 3.182 0.417
C 0.179 3.069 -5.786 0.335
H -1.530 4.213 -7.507 0.357
H 4.263 -4.405 8.343 0.450
H -4.988 -2.697 5.468 0.134
H 4.307 1.174 2.169 0.129
C -2.069 1.354 7.673 -0.711
C -4.977 2.533 -4.512 -0.578
H -4.644 1.550 7.439 0.359
H 3.998 -1.581 6.114 0.227
C -4.622 -3.710 5.695 -0.592
H -3.903 5.663 -6.584 0.364
H -5.846 -1.740 2.750 -0.205
H 2.846 -1.709 -0.947 -0.551
C 1.633 -2.998 3.802 0.299
H -5.015 0.952 -7.468 0.281
H -4.863 1.177 1.469 0.226
H -0.785 -3.774 0.716 0.218
H -2.554 3.134 -5.902 -0.024
N -0.039 -3.693 0.080 0.086
H -3.999 4.163 -7.426 -0.149
H 7.039 -2.246 -5.186 0.375
N 0.890 -0.939 -0.629 1.045
H -4.256 3.211 -3.977 0.308
O 7.980 0.933 -5.309 -0.293
H -8.141 1.435 -2.859 0.309
C -9.257 -4.607 2.302 -0.812
N 2.830 5.189 1.323 0.054
H 5.151 -1.548 -4.663 -0.094
O 0.320 3.429 3.704 -0.463
H -1.122 3.514 6.234 0.038
H -1.002 -5.900 0.408 0.212
H -9.464 -5.658 2.407 0.404
C 5.306 -1.593 4.705 0.216
N -2.723 -1.654 4.006 0.445
H -11.347 -3.243 0.150 0.287
H -0.604 6.977 0.336 0.286
N 4.406 -0.984 5.462 0.015
C 6.727 0.653 -1.186 0.363
O -2.771 2.057 6.695 -0.085
H 4.593 -5.774 -2.519 0.194
N 1.837 3.229 -2.380 1.470
C -10.951 -3.465 1.114 -0.848
H -7.403 -4.681 3.253 0.411
H 0.815 -5.878 2.937 0.293
H -1.938 -0.322 2.550 -0.212
C -5.418 1.404 -3.553 -0.817
H 3.487 0.600 -3.874 -0.767
C 3.531 4.465 -3.695 -1.255
H 2.885 -6.950 3.146 0.465
H -1.727 -1.124 -1.432 0.456
H -4.566 0.369 4.077 0.557
C -4.085 2.443 7.084 -0.939
H 4.884 -3.390 2.785 -0.258
H -5.938 -1.901 -1.774 0.359
H -4.681 2.800 6.241 0.257
H 6.839 -1.310 3.503 0.305
C -0.737 0.953 7.100 -0.258
N -2.175 3.996 -5.534 0.102
O -6.119 -1.444 0.260 -0.414
H 3.005 -5.394 -1.713 0.313
H -6.111 -0.209 -1.160 0.289
H -2.994 0.773 4.689 -0.844
O 1.271 -4.248 4.283 -0.457
H 0.606 2.322 7.699 0.396
C -1.167 -0.213 -1.657 -0.742
H -5.349 6.316 -8.757 0.250
O 4.666 1.846 5.412 -0.768
N -0.055 -5.966 0.019 -0.450
H -2.056 -3.778 5.554 0.424
H -9.798 0.467 -4.432 0.472
H -6.413 -0.238 -3.376 0.258
H 4.279 -6.993 5.754 0.310
H -10.591 -1.821 -3.770 0.285
N 6.243 -0.801 4.129 -0.351
H -6.122 0.668 -6.173 0.204
H 2.494 -2.284 -3.040 -0.405
C -2.475 1.327 -0.440 0.700
H 6.903 -0.987 -6.477 0.360
H -7.275 -4.762 1.470 0.239
N 5.914 -0.113 -1.895 0.682
C -5.647 -1.148 -1.015 -0.697
H 0.176 2.279 1.901 0.625
H 9.883 1.626 -4.805 0.370
H 4.677 -3.673 -0.668 0.075
H -2.068 -1.248 4.735 0.144
N 3.755 -5.215 -2.355 -0.381
N 3.909 3.792 4.574 -0.130
H 1.023 2.909 -5.066 -0.489
C 8.822 1.952 -4.819 -0.722
H 3.994 -4.000 1.508 -0.077
H 2.284 5.476 0.531 0.158
H -1.095 3.225 -4.036 -0.769
H 2.822 2.178 2.488 -0.216
C -2.044 4.731 -6.751 -0.803
C 2.928 -0.614 0.834 -0.512
O 6.498 -2.217 1.449 -0.771
H -3.604 -0.771 2.303 -0.758
H -10.745 -2.496 1.591 0.352
H 6.727 -6.228 5.643 0.368
H 2.144 -4.866 2.409 -0.821
C 3.659 -4.042 -3.187 0.304
O -3.854 -4.319 4.661 -0.407
O -4.482 1.919 -5.747 -0.347
H 8.764 2.781 -5.551 0.223
H -1.171 -2.900 3.324 -0.432
O 4.818 5.403 2.425 -0.738
H 0.605 2.077 -1.038 -0.353
O 0.177 5.271 -0.330 -0.299
H 5.623 -0.953 -1.446 -0.026
H 0.525 -0.244 0.070 -0.182
O 2.392 0.571 1.387 0.224
H 1.364 -3.033 2.729 -0.143
C -5.434 -2.524 0.890 -0.135
C 5.553 -2.848 1.009 0.146
C -6.037 -2.702 2.287 -0.084
N 2.533 -3.311 -2.901 0.054
O -3.284 5.757 -8.597 -0.390
H 0.290 1.522 4.461 -0.282
C 1.118 3.052 -1.097 0.597
H -4.144 3.170 7.990 0.265
H 4.510 0.002 5.645 0.240
H 3.622 4.058 -1.548 0.039
H 4.568 -0.277 -6.708 0.437

=====

No. 2
17
Properties=species:S:1:pos:R:3:nbo_charge:R:1 method="wB97M-V/def2-TZVPD" spin_multiplicity=1 orbital_gap_ev=7.95 de_lowest_kj_mol=551.44
C -0.043 -0.730 -0.238 -0.176
H 0.913 -1.344 1.513 0.223
C 0.158 -0.214 -1.497 -0.307
C 1.193 -0.783 0.621 -0.202
C -2.472 -0.265 -0.122 -0.470
C -1.313 -0.921 0.406 -0.207
H -0.566 1.897 0.844 0.461
H -2.248 -1.429 -0.282 0.313
O 0.240 2.209 0.410 -0.944
H 2.422 0.620 -0.315 0.193
H -0.646 -0.080 -2.205 0.199
C 2.331 -0.113 0.479 -0.405
H 0.700 1.372 0.216 0.478
H -3.303 -0.067 0.544 0.232
H 3.051 -0.119 1.280 0.220
H 1.207 -0.216 -1.759 0.204
H -2.603 0.313 -1.043 0.187